No. 1
Computed, not measured: a cluster of 14 separate species, C24H76O14 in total, with wB97M-V/def2-TZVPD.

Calculated values
* 2S+1: 1
* gap between HOMO and LUMO: 0.389 Eh

```
114
Properties=species:S:1:pos:R:3:forces:R:3:mulliken_charge:R:1
O -15.153391 -20.410804 -10.703349 -2.0 -0.4 0.2 -0.654
H -14.512844 -21.079347 -10.838217 1.2 -0.5 -0.2 0.277
H -14.797875 -19.529269 -10.569524 0.6 0.5 -0.2 0.511
O -8.771178 -16.402682 -9.969609 -1.5 -1.1 -1.5 -0.623
H -9.204715 -17.240262 -10.278472 0.6 1.2 0.1 0.313
H -8.358908 -16.716500 -9.184713 0.8 -0.1 1.5 0.316
O -10.967119 -17.602821 -7.056174 1.8 -0.3 1.6 -0.541
H -11.570143 -17.452930 -7.740098 -1.4 0.5 -1.9 0.219
H -11.488278 -17.850582 -6.273212 -0.1 -0.1 0.2 0.476
O -15.102458 -15.889455 -12.027246 0.5 -0.3 0.1 -0.794
H -14.722975 -15.036203 -11.787619 -0.2 0.3 -0.1 0.253
H -16.052160 -15.805548 -11.911773 -0.5 0.4 0.0 0.494
O -14.353343 -17.946024 -10.468699 -1.6 -0.7 -1.3 -0.626
H -13.782850 -17.834323 -9.749546 1.4 0.8 1.4 0.291
H -14.659769 -17.100391 -10.849655 0.5 -0.1 -0.1 0.258
O -7.911811 -16.873704 -6.868160 0.3 -0.8 0.3 -0.634
H -7.293849 -17.446135 -6.371122 -0.4 0.5 -0.4 0.297
H -8.742420 -17.376730 -6.839927 -0.2 0.3 0.0 0.293
C -18.051027 -17.542342 -12.936052 -1.2 -1.0 1.1 -1.355
C -18.563726 -16.516624 -11.919000 0.6 1.0 -0.9 0.186
C -18.332624 -16.960305 -10.497541 1.1 -0.6 0.0 -0.887
O -17.934460 -15.183382 -12.095612 -0.1 -1.1 0.8 -0.584
H -18.862058 -18.296381 -12.995820 0.5 0.1 0.0 0.400
H -17.145706 -18.083516 -12.679988 0.2 0.2 0.3 0.316
H -17.962459 -17.166291 -13.918892 0.1 0.7 -1.1 0.435
H -19.629810 -16.364256 -12.142194 0.2 0.0 0.3 0.303
H -18.595849 -16.256888 -9.736365 -0.6 0.7 0.2 0.337
H -17.263257 -17.191699 -10.277702 -0.6 0.0 -0.5 0.008
H -18.888148 -17.875116 -10.340270 -0.1 -0.3 0.2 0.434
H -17.700240 -15.041822 -13.010936 -0.1 -0.1 -0.5 0.290
C -16.900356 -12.421058 -10.754822 2.2 1.0 0.8 -0.415
C -15.574014 -11.788245 -11.301172 -1.5 0.3 -0.3 0.451
C -14.960095 -10.781146 -10.337026 -1.3 1.0 0.1 -1.231
O -14.592532 -12.807698 -11.579149 0.1 0.9 -0.5 -0.392
H -17.581948 -11.579657 -10.552873 -0.2 -0.6 -0.6 0.430
H -16.611495 -12.756449 -9.747298 -0.3 -0.4 -0.1 -0.162
H -17.231652 -13.266008 -11.353903 -0.4 0.4 0.1 -0.021
H -15.828036 -11.252183 -12.256674 0.3 -0.5 0.6 0.196
H -14.645101 -11.250861 -9.432857 0.0 -0.6 0.8 0.194
H -15.648883 -9.915232 -10.036247 0.9 -1.2 -0.7 0.329
H -14.048149 -10.399060 -10.754099 0.4 0.6 -0.4 0.425
H -13.920122 -12.274653 -12.051078 -0.1 -1.0 0.3 0.288
C -17.071592 -19.771487 -5.063301 -0.2 -1.0 1.4 -1.473
C -15.786848 -19.926613 -5.874391 -1.6 1.7 -2.4 0.624
C -16.038696 -20.261524 -7.385063 0.7 -0.2 0.4 -1.210
O -15.102891 -18.656089 -5.792481 2.0 -2.0 1.0 -0.053
H -16.842174 -19.449088 -4.028920 0.2 -0.1 -0.4 0.365
H -17.588199 -20.739864 -4.915649 0.1 0.4 -0.4 0.419
H -17.817138 -19.038725 -5.404187 0.5 -0.3 -0.6 0.241
H -15.124989 -20.699299 -5.558930 0.6 -0.2 1.0 0.389
H -16.754475 -19.564182 -7.810152 -0.1 0.0 -0.2 0.104
H -16.393322 -21.293130 -7.529550 -0.2 0.3 0.2 0.417
H -15.096593 -20.217515 -7.981832 -0.6 0.2 0.6 0.300
H -15.551491 -17.906132 -6.112760 -1.5 1.3 -0.9 -0.107
C -14.653336 -11.610158 -3.878984 0.5 1.8 0.6 -1.645
C -13.198115 -11.847137 -4.185600 -0.9 0.6 -1.9 0.673
C -13.121611 -12.530561 -5.585025 0.2 -0.6 1.6 -0.400
O -12.571585 -10.546618 -4.241056 -0.2 -0.9 0.1 -0.649
H -15.206900 -12.483982 -3.660712 -0.5 -1.1 0.0 0.316
H -15.054794 -11.065775 -4.727783 -0.4 0.0 -0.1 0.356
H -14.749174 -10.949824 -3.000564 0.1 -0.2 -0.3 0.424
H -12.772265 -12.444490 -3.429078 0.9 -0.8 1.0 0.284
H -13.323610 -11.753440 -6.288022 -0.4 0.4 -0.8 0.802
H -13.854569 -13.353810 -5.617601 0.2 0.3 -0.3 -0.261
H -12.143272 -12.958839 -5.805742 0.0 0.1 0.1 -0.237
H -11.775068 -10.716097 -4.750058 0.5 0.4 0.0 0.336
C -17.728917 -15.935695 -4.710168 -1.4 1.1 -0.3 -1.033
C -17.464275 -15.212494 -6.031142 -0.4 -2.3 -1.3 0.967
C -17.482112 -13.735590 -6.065624 0.2 1.0 0.5 -0.977
O -16.156802 -15.744717 -6.454253 -0.9 0.5 0.3 0.086
H -18.739543 -15.638440 -4.276826 1.3 -0.5 -0.5 0.401
H -16.952028 -15.610725 -4.051926 0.5 0.1 0.8 0.262
H -17.640926 -17.014319 -4.841466 -0.2 0.2 0.0 -0.088
H -18.200687 -15.529228 -6.801137 0.2 -0.3 0.4 0.090
H -16.790567 -13.397961 -5.320494 0.5 0.6 0.5 0.011
H -18.456958 -13.279798 -5.854055 0.1 -0.3 0.0 0.448
H -17.135196 -13.335625 -7.020559 -0.1 -0.2 -0.1 0.065
H -16.013328 -15.398174 -7.340331 0.2 -0.1 -0.1 -0.336
C -12.871754 -15.933086 -4.405206 0.5 1.1 -0.2 0.431
C -12.597665 -17.290699 -3.814306 0.8 -1.0 0.0 0.248
C -13.513917 -17.739489 -2.710754 -0.6 0.5 0.7 -1.534
O -12.537439 -18.271396 -4.866146 -0.5 0.0 -0.2 -0.674
H -13.847248 -15.902315 -4.911541 0.2 0.0 0.0 -0.556
H -12.054610 -15.686339 -5.122985 -0.7 -0.3 0.2 -0.090
H -12.839497 -15.104439 -3.667191 -0.2 -0.6 -0.1 0.331
H -11.587131 -17.349940 -3.402873 0.1 0.4 -0.1 0.383
H -14.519673 -17.889342 -3.079826 -0.6 0.6 0.0 0.155
H -13.447952 -17.088223 -1.812805 -0.4 0.0 -0.8 0.391
H -13.298222 -18.702094 -2.307493 0.8 -0.9 0.0 0.431
H -13.435233 -18.395983 -5.261663 0.3 0.1 0.4 0.501
C -8.856946 -12.339731 -6.055608 -0.3 -0.7 0.7 -1.418
C -9.396463 -12.543910 -4.640841 -0.7 -0.7 -0.8 1.748
C -8.451814 -13.266067 -3.726864 0.2 0.6 0.9 -1.396
O -9.657337 -11.211320 -4.230024 -0.8 0.6 1.1 -0.679
H -7.930978 -11.786412 -5.987821 0.5 -0.2 -0.2 0.437
H -9.565953 -11.683614 -6.507579 -0.5 0.4 -0.7 0.343
H -8.820832 -13.291077 -6.604299 0.4 0.4 0.1 0.281
H -10.331288 -13.151349 -4.756433 0.4 0.6 0.4 -0.719
H -7.501539 -12.743651 -3.778529 0.2 0.3 0.4 0.345
H -8.202487 -14.250022 -4.075185 -0.3 -0.7 -0.2 0.346
H -8.829381 -13.297009 -2.673204 0.4 -0.1 -0.8 0.362
H -10.162532 -11.112437 -3.389449 0.6 -0.6 -0.8 0.383
C -13.923927 -15.279974 -8.479950 0.9 0.0 -0.5 -0.701
C -12.665107 -15.064227 -9.290579 1.3 -0.4 -1.2 0.674
C -11.628742 -14.294314 -8.500718 -1.4 1.1 0.9 -1.387
O -12.086663 -16.375628 -9.674251 -1.5 0.7 0.8 -0.521
H -14.591162 -15.826504 -9.126766 -0.5 -0.5 0.2 0.047
H -14.374543 -14.313533 -8.285736 0.0 0.3 0.2 0.527
H -13.668490 -15.791811 -7.550110 -0.3 -0.1 0.0 -0.007
H -12.950834 -14.561368 -10.227100 0.2 0.0 0.2 -0.146
H -10.650361 -14.046717 -8.806588 1.0 -0.1 -1.7 0.717
H -11.411317 -14.902385 -7.653611 -0.2 -0.3 1.3 0.264
H -12.042507 -13.301815 -8.209990 0.0 -0.7 0.2 0.279
H -11.176907 -16.211448 -9.892926 0.8 0.2 -0.1 0.195
```
Forces are in eV/Å.

***

No. 2
Computed, not measured: a cluster of 16 separate species, C24H86N6O16 in total, with wB97M-V/def2-TZVPD.

Calculated values
* 2S+1: 1
* gap between HOMO and LUMO: 0.341 Eh

```
132
Properties=species:S:1:pos:R:3:forces:R:3:mulliken_charge:R:1
C -3.110069 4.925077 -2.116216 -0.2 0.2 0.1 -1.224
C -2.671514 4.069134 -3.279262 -0.2 0.4 -0.2 0.661
C -2.265524 2.687048 -2.828893 0.0 -0.6 -0.4 -0.676
O -1.059653 2.776089 -2.113671 0.0 0.0 0.3 -0.292
C -0.660737 1.533807 -1.570192 0.2 0.1 -0.7 0.174
N -3.788331 3.951679 -4.234071 0.3 0.3 -0.6 -0.731
H -2.364665 4.918143 -1.322944 0.0 0.0 0.0 0.052
H -4.065443 4.568087 -1.724783 0.0 0.0 0.1 0.371
H -3.239086 5.955404 -2.456774 -0.1 0.0 0.1 0.406
H -1.803187 4.588461 -3.709908 0.1 -0.4 -0.1 0.232
H -2.148738 2.014691 -3.700156 0.1 0.2 0.1 0.176
H -3.050610 2.219983 -2.210400 0.0 0.3 0.0 0.298
H -0.190437 0.914305 -2.351658 -0.2 0.0 0.1 0.160
H -1.527457 0.997984 -1.167305 0.2 0.0 0.3 0.436
H 0.105769 1.737845 -0.828949 -0.1 -0.1 0.2 -0.572
H -3.426014 3.670845 -5.148557 0.0 -0.3 0.3 0.258
H -4.147160 4.884229 -4.446553 -0.1 -0.2 0.4 0.274
C 5.096678 -1.161921 -6.221860 -0.7 -0.3 -0.6 -1.272
C 5.807710 -2.381332 -5.693601 -0.2 0.0 0.7 0.539
C 4.829015 -3.497262 -5.283767 0.7 -0.6 -0.4 -0.883
O 3.736497 -3.070532 -4.519961 -0.4 0.2 0.1 -0.277
C 4.028620 -2.829536 -3.162107 0.8 -0.1 -0.1 -0.351
N 6.813906 -2.831619 -6.629744 0.4 -0.4 -0.3 -0.714
H 4.323115 -0.854466 -5.518010 0.2 0.3 0.0 0.275
H 4.564671 -1.420972 -7.149786 0.1 0.0 0.1 0.275
H 5.794945 -0.374063 -6.483607 0.0 0.2 0.3 0.361
H 6.315976 -2.087747 -4.766404 0.2 0.0 -0.2 0.229
H 5.418566 -4.270663 -4.756814 -0.2 0.1 0.1 0.336
H 4.429647 -4.019633 -6.161487 -0.1 0.3 -0.1 0.374
H 4.830192 -2.086170 -3.053689 -0.1 0.0 0.0 0.257
H 4.388704 -3.754193 -2.698762 -0.2 0.1 0.2 0.367
H 3.139501 -2.448552 -2.674651 -0.2 -0.1 0.1 -0.225
H 7.416001 -3.553077 -6.242867 -0.1 0.2 0.1 0.265
H 6.396356 -3.246545 -7.459183 -0.1 0.2 0.1 0.275
C 0.732595 0.365138 3.528393 0.2 0.2 0.2 -1.104
C 0.019615 -0.374537 2.404062 -1.2 -0.5 1.2 0.969
C 0.856353 -0.371966 1.166492 0.4 0.3 -0.4 -0.138
O 0.267054 -1.128923 0.103202 -0.2 0.1 0.5 -0.221
C 1.255435 -1.660422 -0.751682 0.4 -0.5 -0.4 -1.257
N -0.208515 -1.780078 2.862122 0.5 0.6 -0.5 -0.500
H 1.765644 0.020181 3.571615 0.0 0.1 0.2 0.308
H 0.256554 0.186779 4.495477 0.0 -0.3 -0.1 0.295
H 0.736963 1.454261 3.426216 0.1 -0.1 -0.4 -0.070
H -0.965659 0.108659 2.282668 0.2 0.0 -0.5 0.102
H 1.845093 -0.769906 1.422127 -0.2 -0.3 -0.1 0.406
H 1.047295 0.649187 0.807918 -0.1 0.0 0.1 -0.335
H 0.800386 -2.225571 -1.566733 -0.4 0.2 0.1 0.303
H 1.897858 -2.372049 -0.219300 0.0 0.3 0.0 0.562
H 1.848845 -0.845815 -1.183069 0.0 -0.1 0.0 0.371
H -0.433914 -2.376458 2.070632 -0.2 0.0 0.1 0.209
H -0.994602 -1.805370 3.501893 0.1 -0.1 0.0 0.183
C 0.120960 -1.606621 -4.582873 -0.4 -0.2 -0.2 -0.832
C 0.077799 -2.697287 -5.674969 0.0 0.8 0.2 0.354
C -0.962137 -2.350439 -6.727259 -0.2 -0.2 0.3 -0.811
O -2.261894 -2.469205 -6.151261 1.0 0.1 0.4 -0.262
C -3.268475 -2.622589 -7.091346 -1.0 0.7 -0.5 -0.807
N 1.367539 -2.860786 -6.344190 -0.1 -0.1 0.1 -0.590
H 0.958723 -1.798408 -3.909787 0.0 0.1 0.0 -0.030
H -0.810767 -1.566497 -4.008379 0.1 -0.2 0.0 0.389
H 0.226557 -0.617140 -5.040121 0.2 -0.1 0.0 0.316
H -0.235236 -3.638159 -5.216958 0.2 -0.1 -0.1 0.250
H -0.838193 -3.030833 -7.577109 -0.1 0.0 0.0 0.430
H -0.806846 -1.313192 -7.066331 0.0 -0.1 -0.1 0.292
H -3.480251 -3.667322 -7.327519 0.1 -0.1 -0.1 0.275
H -3.056458 -2.063980 -8.012362 0.1 -0.2 0.0 0.349
H -4.180656 -2.160386 -6.695096 0.1 -0.3 0.1 0.243
H 1.568841 -2.022580 -6.884156 0.1 0.0 0.1 0.253
H 2.100654 -2.942224 -5.638582 -0.1 0.0 -0.3 0.364
C -3.968702 1.182288 6.048079 0.1 -0.2 -1.3 -1.211
C -3.882270 -0.014537 6.967634 0.3 0.7 1.3 0.299
C -2.487437 -0.626020 6.937258 0.4 -0.3 0.2 0.160
O -2.369304 -1.748563 7.796128 0.2 0.5 0.2 -0.455
C -3.000223 -2.898508 7.324816 -0.4 -0.6 -0.2 -0.605
N -4.156294 0.488487 8.355638 0.2 -0.5 -0.4 -0.748
H -3.786019 0.954837 4.987233 0.0 -0.5 0.2 0.199
H -3.162998 1.885260 6.277516 -0.3 0.2 0.4 0.133
H -4.951422 1.650110 6.041144 0.1 0.2 0.5 0.459
H -4.630312 -0.785889 6.796506 -0.1 0.1 -0.4 0.376
H -1.781069 0.092781 7.369441 -0.1 0.1 -0.2 0.207
H -2.118200 -0.892785 5.933389 -0.3 0.0 0.0 -0.180
H -2.707980 -3.132744 6.298697 0.1 0.0 -0.1 0.233
H -4.095892 -2.833458 7.342907 0.1 0.1 0.0 0.269
H -2.710706 -3.725303 7.970309 0.1 0.0 0.0 0.285
H -3.453567 1.192868 8.580141 -0.1 0.0 -0.1 0.282
H -3.959983 -0.276806 9.003072 -0.1 0.1 -0.1 0.313
C -0.264915 3.737288 1.160354 0.5 -1.2 0.4 -1.418
C -0.175990 5.006176 1.965544 0.2 0.9 -0.9 0.669
C -0.706743 4.981757 3.388826 0.6 0.2 0.4 -1.045
O -0.241178 3.906826 4.211573 0.2 0.0 -0.6 -0.294
C -1.234250 3.044186 4.721006 -0.8 0.7 0.1 -1.060
N 1.231394 5.506825 1.856411 -0.2 -0.2 0.3 -0.701
H 0.041229 3.926248 0.132212 -0.3 0.0 -0.1 0.495
H -1.223538 3.216352 1.209698 -0.2 0.5 -0.2 0.389
H 0.428183 2.968344 1.541271 0.1 0.4 0.1 0.108
H -0.793622 5.759026 1.441885 -0.2 -0.2 0.3 0.265
H -1.797596 5.029185 3.363164 0.0 -0.3 0.0 0.521
H -0.362716 5.907525 3.872069 -0.1 -0.1 0.0 0.277
H -2.152990 3.629573 4.845845 -0.1 -0.2 0.1 0.547
H -0.936597 2.719884 5.715596 0.2 -0.2 -0.1 0.326
H -1.475080 2.196303 4.074748 0.3 0.0 0.0 0.294
H 1.265950 6.513616 1.983852 -0.1 -0.1 0.1 0.242
H 1.569509 5.336542 0.913403 0.0 -0.1 0.1 0.234
O -2.437708 -1.515752 -0.010862 0.8 0.0 -0.3 -0.735
H -1.451584 -1.360702 -0.007495 -0.6 -0.1 0.0 0.637
H -2.706550 -1.417633 -0.932933 0.0 0.0 0.1 0.290
O -2.198017 -4.292267 0.859256 0.1 0.2 -0.2 -0.692
H -2.469373 -3.446637 0.455548 0.2 -0.1 0.1 0.375
H -1.804763 -4.806025 0.144573 -0.1 0.0 0.1 0.301
O -3.979944 -0.975718 2.233330 0.3 0.3 -0.1 -0.591
H -3.381265 -0.915868 1.460947 -0.3 -0.2 0.2 0.361
H -4.728277 -0.404963 2.026881 0.1 -0.1 0.0 0.265
O 2.138549 -3.540851 3.061874 0.0 0.5 0.0 -0.747
H 1.811342 -4.024581 2.296830 -0.1 0.0 0.1 0.314
H 1.520804 -2.776268 3.154817 0.1 -0.6 0.0 0.360
O 2.644901 3.989501 3.771624 -0.1 -0.1 -0.2 -0.853
H 2.340423 4.661495 3.114751 -0.1 -0.2 0.2 0.522
H 1.807226 3.681614 4.159214 0.1 0.2 0.0 0.364
O 3.445916 1.765798 2.403133 -0.1 0.4 -0.1 -0.590
H 3.073168 2.642606 2.699829 0.3 -0.5 0.3 0.319
H 4.124346 1.584087 3.063636 0.0 0.0 -0.1 0.255
O 3.880384 -3.311119 0.386508 0.1 0.1 -0.1 -0.614
H 3.975400 -2.343788 0.345621 0.1 -0.2 0.2 0.336
H 3.880070 -3.519088 1.329187 -0.1 0.1 0.0 0.315
O -4.513674 -3.850953 2.502439 0.1 0.2 -0.1 -0.683
H -4.286238 -2.905635 2.539222 -0.2 -0.2 0.0 0.344
H -3.880643 -4.219224 1.866249 -0.1 0.0 0.3 0.377
O 3.108926 2.675597 -0.354245 -0.3 -0.1 0.3 -0.611
H 3.088840 2.487510 0.603148 0.3 0.0 -0.4 0.352
H 3.904699 2.237487 -0.669223 0.1 0.2 0.0 0.239
O 4.068073 -0.424257 0.358908 0.1 0.2 0.0 -0.649
H 4.120322 -0.041783 -0.523528 0.0 0.0 0.1 0.294
H 3.791628 0.299767 0.946205 0.0 -0.1 0.0 0.179
```
Forces are in eV/Å.